ORCA calculation (ωB97M-V/def2-TZVPD) on a molecular structure, C16H10F6N2O6ReS4 at a distorted geometry.

Values from the calculation:
HOMO energy (alpha / beta): -15.007 / -15.036 eV
Gap between HOMO and LUMO (alpha / beta): 4.90 / 5.08 eV
ΔE to the lowest compared entry with this formula, charge and spin: 228.5 kJ/mol
Spin multiplicity: 2
Electronic energy: -93773.9462 eV
Charge: +2

Each line ends with the Mulliken charge.
Positions of all 45 atoms, in Å:
1 Re -0.4360 0.3276 0.4404  1.1385
2 F -0.3151 2.9856 3.3451  -0.1820
3 C -1.5040 3.4276 2.9547  0.6765
4 F -2.3460 3.3765 3.9682  -0.1790
5 F -1.3904 4.6535 2.5031  -0.1641
6 S -2.1614 2.3234 1.5799  1.1007
7 O -1.0091 2.2312 0.6416  -0.6207
8 O -3.2974 2.9558 1.0448  -0.5175
9 N -2.5213 0.9116 2.1824  -0.3187
10 S -1.4848 -0.2152 2.4396  1.2431
11 O -1.4641 -1.1941 1.3442  -0.6764
12 O -0.1527 0.3510 2.5421  -0.6109
13 C -1.9597 -1.2252 3.9451  0.5177
14 F -1.8159 -0.5470 5.0622  -0.1402
15 F -3.2041 -1.6309 3.8089  -0.1460
16 F -1.1340 -2.2602 3.9245  -0.1663
17 S -1.2633 -1.6273 -3.5972  -0.0742
18 C -0.3840 -0.9988 -2.3008  -0.0742
19 N -1.0603 -0.2588 -1.4230  0.1323
20 C -2.3842 -0.1431 -1.8053  0.1273
21 C -3.3782 0.6259 -1.1956  0.4655
22 C -4.6453 0.6672 -1.7539  -0.9231
23 C -4.9419 -0.0474 -2.9118  -0.5677
24 C -3.9685 -0.8116 -3.5430  -0.5270
25 C -2.6934 -0.8412 -2.9911  0.4410
26 H 0.6726 -1.1753 -2.1815  0.3760
27 H -3.1663 1.2124 -0.3191  -0.0836
28 H -5.4012 1.2792 -1.2849  0.4900
29 H -5.9361 -0.0043 -3.3282  0.4338
30 H -4.1891 -1.3595 -4.4461  0.4458
31 O 6.7941 -2.8862 0.1439  -0.4290
32 C 6.5106 -2.0506 -0.8190  0.5281
33 O 7.1678 -1.9237 -1.8113  -0.4779
34 C 5.2359 -1.2201 -0.6997  0.6847
35 C 4.1190 -1.6948 -0.0107  -1.0570
36 C 2.9684 -0.9288 0.0508  -0.3055
37 C 2.9182 0.3111 -0.5929  0.9380
38 S 1.5120 1.3704 -0.5033  -0.0597
39 C 4.0333 0.7659 -1.3089  -0.6074
40 C 5.1795 -0.0006 -1.3751  -0.7860
41 H 6.2367 -2.8626 0.9363  0.3254
42 H 4.1322 -2.6591 0.4774  0.3390
43 H 2.1019 -1.2673 0.6097  0.3290
44 H 3.9858 1.7194 -1.8088  0.4777
45 H 6.0396 0.3384 -1.9335  0.4838

Cartesian forces (eV/Å) of the 6 atoms listed first:
6.335 0.744 -6.468
-0.122 -0.160 -0.208
0.286 0.240 0.767
-0.047 -0.130 -0.342
-0.192 -0.276 -0.283
-1.647 1.896 1.801

***

ORCA calculation (ωB97M-V/def2-TZVPD) on a molecular structure, C16H10FeINO2Se2Te2 at a distorted geometry.

Values from the calculation:
HOMO energy (alpha / beta): -1.004 / -1.175 eV
Gap between HOMO and LUMO (alpha / beta): 5.15 / 5.29 eV
ΔE to the lowest compared entry with this formula, charge and spin: 5.5 kJ/mol
Spin multiplicity: 5
Electronic energy: -210108.4885 eV
Charge: -2

Each line ends with the Mulliken charge.
Positions of all 35 atoms, in Å:
1 Fe 0.3344 -0.0823 0.2604  -0.2366
2 Se 0.5049 -0.0393 2.5614  -0.2169
3 Te -0.3705 0.7097 4.7914  -0.5541
4 Te 4.5709 0.0250 0.9673  -0.4337
5 Se 2.7017 0.1646 -0.6089  -0.3268
6 O -0.2472 1.4865 -3.5456  -0.7980
7 C -0.1546 1.1953 -2.3527  0.0924
8 O -0.2124 0.0557 -1.8035  -0.4066
9 C 0.0101 2.3569 -1.3620  0.5628
10 C -0.0592 3.6782 -1.7770  -0.6242
11 C 0.0414 4.6787 -0.8272  -0.2050
12 C 0.2136 4.3272 0.5048  -0.7014
13 C 0.2896 2.9860 0.8371  -0.1659
14 N 0.1902 2.0261 -0.0833  0.2395
15 H -0.1917 3.8683 -2.8326  0.4816
16 H -0.0135 5.7217 -1.1177  0.3804
17 H 0.2892 5.0731 1.2847  0.3990
18 H 0.4394 2.6489 1.8560  0.1889
19 I -2.6417 -0.0558 0.3723  0.0657
20 C -2.4284 -2.1155 0.1332  0.3229
21 C -3.6061 -2.8096 0.0587  -0.7703
22 C -3.6034 -4.2116 -0.0651  -0.4755
23 C -2.4135 -4.8694 -0.1070  -0.8105
24 C -1.1831 -4.1700 -0.0365  1.1154
25 C 0.0216 -4.9113 -0.0749  -0.8208
26 C 1.2122 -4.2614 0.0344  -0.9784
27 C 1.2510 -2.8596 0.1639  -0.1019
28 C 0.1287 -2.0605 0.1703  0.3418
29 C -1.1410 -2.7453 0.0869  0.7291
30 H -4.5459 -2.2755 0.0986  0.3313
31 H -4.5426 -4.7507 -0.1096  0.3479
32 H -2.3814 -5.9513 -0.1873  0.2832
33 H -0.0316 -5.9899 -0.1814  0.2791
34 H 2.1443 -4.8171 0.0200  0.3671
35 H 2.2232 -2.3975 0.2753  0.0983

Cartesian forces (eV/Å) of the 6 atoms listed first:
-0.741 0.451 -1.439
0.530 -0.276 1.509
-0.105 0.011 -0.667
-0.096 0.000 -0.047
0.518 0.098 -0.086
-0.053 -0.040 -0.012

***

ORCA calculation (ωB97M-V/def2-TZVPD) on a molecular structure, C16H11Br2F6N3O6PbS2 at a distorted geometry.

Values from the calculation:
HOMO energy (alpha / beta): -14.613 / -14.613 eV
Gap between HOMO and LUMO (alpha / beta): 4.82 / 4.25 eV
ΔE to the lowest compared entry with this formula, charge and spin: 0.0 kJ/mol
Electronic energy: -216816.7868 eV
Charge: +2

Each line ends with the Mulliken charge.
Positions of all 47 atoms, in Å:
1 Pb -0.6610 -1.0732 -0.6302  1.0584
2 C 3.2081 -0.8970 -0.0450  -0.9653
3 O 2.2318 0.1629 -0.2596  -0.1142
4 C 2.5963 1.4018 -0.0681  0.3788
5 C 3.8632 1.8373 0.2585  -0.3203
6 C 4.0850 3.1877 0.5417  -0.7009
7 Br 5.7848 3.7467 0.9804  -0.0240
8 C 3.0438 4.1367 0.5173  -0.2828
9 C 1.7703 3.7662 0.1573  0.8303
10 C 1.5138 2.3771 -0.1945  0.4205
11 O 0.3878 1.9600 -0.5963  -0.5465
12 C 0.6579 4.6730 0.1354  -0.0612
13 N -0.5581 4.2699 -0.2810  -0.2413
14 C -1.3930 5.3021 -0.1469  0.6647
15 C -2.7858 5.3944 -0.4223  -0.7347
16 C -3.3603 6.5969 -0.1802  -0.6693
17 C -2.5991 7.7113 0.3247  -0.3722
18 C -1.2358 7.6464 0.6080  -0.9777
19 C -0.6482 6.4314 0.3687  0.6810
20 N 0.6393 5.9726 0.5160  -0.0004
21 H 3.9586 -0.8672 -0.8333  0.4129
22 H 2.6437 -1.8231 -0.0874  0.2211
23 H 3.6539 -0.7834 0.9416  0.4581
24 H 4.6922 1.1476 0.3261  0.6332
25 H 3.2789 5.1609 0.7761  0.5886
26 H -0.3406 2.7305 -0.4645  0.5745
27 H -3.3323 4.5324 -0.7804  0.5291
28 H -4.4171 6.7419 -0.3598  0.4647
29 H -3.1205 8.6458 0.4921  0.4354
30 H -0.6927 8.5000 0.9898  0.4700
31 H 1.4169 6.5100 0.8699  0.2601
32 F -4.5204 1.0860 3.0771  -0.2057
33 C -4.5113 0.4254 1.9297  0.5631
34 F -4.3107 -0.8599 2.1396  -0.1759
35 F -5.6464 0.6174 1.2812  -0.1874
36 S -3.1262 1.1023 0.8679  1.1441
37 O -2.6969 -0.0465 0.0589  -0.7374
38 O -3.6529 2.2213 0.1534  -0.5892
39 N -1.9866 1.5899 1.8387  -0.4248
40 S -0.9922 0.5366 2.4722  0.9458
41 O -0.0405 0.0508 1.4603  -0.4232
42 O -1.5498 -0.4161 3.3635  -0.5736
43 C 0.0407 1.7055 3.4522  0.4638
44 F -0.6957 2.3953 4.2975  -0.1901
45 F 0.6688 2.5702 2.6128  -0.1013
46 F 0.9578 1.0082 4.0955  -0.1799
47 Br -0.6228 -3.2621 0.7123  -0.3989

Cartesian forces (eV/Å) of the 6 atoms listed first:
0.042 -0.285 0.005
-0.067 -0.011 0.022
0.130 -0.101 -0.173
-0.183 0.145 0.025
0.187 0.210 0.141
0.061 -0.268 -0.046

***

ORCA calculation (ωB97M-V/def2-TZVPD) on a single C16H11ClN4O6S molecule at a distorted geometry.

Values from the calculation:
HOMO energy: -7.949 eV
Gap between HOMO and LUMO: 7.25 eV
ΔE to the lowest compared entry with this formula, charge and spin: 0.0 kJ/mol
Electronic energy: -58370.2159 eV

Each line ends with the Mulliken charge.
Positions of all 39 atoms, in Å:
1 O -2.3287 -2.2776 -3.8052  -0.5415
2 C -3.4455 -2.1401 -3.3881  0.6208
3 O -4.5307 -2.2761 -4.1539  -0.4687
4 H -4.2797 -2.5060 -5.0627  0.3601
5 C -3.8146 -1.8139 -1.9593  -1.0011
6 C -2.5918 -1.4075 -1.1449  0.1642
7 C -1.5287 -2.5037 -1.1954  0.1129
8 O -1.7408 -3.6463 -0.8801  -0.6870
9 N -0.3429 -2.0158 -1.6306  0.0541
10 C -0.2489 -0.6974 -2.0019  0.4188
11 N 0.8256 -0.1982 -2.4112  -0.0513
12 N 1.1481 0.8952 -3.0136  -0.7279
13 C 1.7882 1.8795 -2.5084  -0.4716
14 C 2.1280 2.1123 -1.1322  0.8905
15 C 2.9875 3.0583 -0.6035  -1.2106
16 C 2.9878 2.8618 0.7798  -0.4378
17 C 2.1278 1.8073 1.0309  0.5699
18 C 1.7052 1.2401 2.2862  0.6092
19 C 2.0300 1.8892 3.4879  -1.0852
20 C 1.5629 1.4461 4.7039  -0.6481
21 C 0.7183 0.3413 4.7637  0.0778
22 C 0.3779 -0.3288 3.6030  -0.5662
23 C 0.8916 0.1006 2.3872  0.4521
24 N 0.5671 -0.7230 1.2500  0.9884
25 O -0.6032 -1.0082 1.0991  -0.5552
26 O 1.4740 -1.1267 0.5600  -0.5118
27 H -0.2674 -1.1935 3.6300  0.5187
28 Cl 0.1030 -0.1966 6.2780  -0.2057
29 H 1.8341 1.9607 5.6118  0.4387
30 H 2.6541 2.7665 3.4535  0.3055
31 O 1.6128 1.3622 -0.1387  -0.1090
32 H 3.5571 3.4136 1.4989  0.4950
33 H 3.5427 3.7876 -1.1564  0.4776
34 H 2.1291 2.6238 -3.2138  0.3628
35 S -1.8105 0.1186 -1.7504  -0.2454
36 H 0.4749 -2.6055 -1.6968  0.2290
37 H -2.8721 -1.2454 -0.1011  0.6027
38 H -4.2440 -2.7190 -1.5200  0.3587
39 H -4.5781 -1.0351 -1.9555  0.4165

Cartesian forces (eV/Å) of the 6 atoms listed first:
0.037 -0.053 -0.039
0.188 0.019 -0.011
-0.680 -0.022 -0.212
0.232 0.038 0.217
0.169 -0.048 -0.031
-0.089 0.159 -0.130